# 1
The following is a DFT calculation (ωB97M-V/def2-TZVPD) of a 2-piece molecular cluster, C10H12NO overall in a non-equilibrium geometry.

```
24
Properties=species:S:1:pos:R:3:forces:R:3
C 0.728400 2.570306 -1.068043 1.2 -0.3 2.3
C -3.060006 -1.369776 0.770135 -0.5 1.5 0.8
C -2.931241 -0.302528 -0.164817 -0.1 -3.1 1.4
C -2.026795 -1.634557 1.706432 -2.3 -0.3 -2.6
C -1.766357 0.350014 -0.279921 2.4 1.3 -0.1
C -0.866151 -0.918506 1.587519 -0.6 0.4 -0.4
C -0.702222 0.040966 0.616309 -1.9 0.7 -0.8
C 3.189591 -0.199939 -0.297282 -1.2 -1.8 -1.3
C 0.572894 0.722905 0.560003 1.2 -0.4 -1.2
C 1.721069 -0.328637 -0.870725 1.7 1.7 2.9
N 0.629611 1.906467 -0.108692 -0.5 1.4 -2.7
O 1.661080 0.406576 -1.955260 -2.0 0.6 -2.5
H 1.155430 3.393734 -1.636560 -0.8 -0.3 -0.1
H -4.114166 -1.738201 0.871596 1.4 -0.4 -0.1
H -3.680097 -0.303384 -0.886049 -1.4 0.9 -1.1
H -2.190613 -2.521878 2.263887 0.3 -0.2 1.2
H -1.656620 1.157478 -1.034829 0.0 -0.6 0.5
H -0.131915 -0.980964 2.314574 1.6 -0.6 1.2
H 3.931964 -0.815077 -0.910714 -1.1 1.0 0.7
H 3.339664 -0.391356 0.764168 -0.4 -0.3 -0.1
H 3.263334 0.834542 -0.474580 1.2 1.4 -0.1
H 1.054236 0.879003 1.496263 0.7 -0.5 0.7
H 1.102410 -1.162127 -0.783583 -0.9 -1.4 0.0
H 0.776499 0.404940 -2.479832 2.0 -0.6 1.4
```
Positions in Å, forces in eV/Å.

Properties
Relative energy (zero: lowest compared OMol25 entry of this formula, charge and spin), eV: 3.7345
Strongest force on any atom, eV/Å: 3.776
Energy, a.u.: -517.8479
Kohn-Sham gap, eV: 7.61
Total charge: +1

=====

# 2
The following is a DFT calculation (ωB97M-V/def2-TZVPD) of an isolated ion of composition C5H12NO and charge -1 in a non-equilibrium geometry.

```
19
Properties=species:S:1:pos:R:3:forces:R:3
C 0.451152 -1.383865 -0.850312 0.1 0.0 0.0
C 0.182942 -0.616809 0.442896 -0.4 0.2 0.7
C -1.150322 -1.153693 1.165710 -0.4 -0.3 -0.7
O -1.650180 -2.283214 0.611437 0.2 0.2 0.3
N 0.255896 0.863766 0.389374 0.0 0.2 -0.5
C -0.892872 1.452754 -0.267140 -1.2 -0.1 0.2
C 1.497150 1.296419 -0.251190 -0.6 -0.1 1.0
H -0.216984 -2.248603 -0.733083 0.2 -0.3 -0.1
H 0.187531 -0.909820 -1.805175 -0.1 0.3 0.3
H 1.513507 -1.640905 -0.905583 -0.1 -0.2 -0.2
H 0.937324 -0.888739 1.178743 0.5 -0.1 -0.2
H -0.852012 -1.266543 2.237823 -0.1 0.1 0.0
H -1.902368 -0.329227 1.145246 0.2 0.1 0.2
H -1.310204 0.834248 -1.082297 0.3 0.2 -0.1
H -0.727459 2.473274 -0.615360 0.5 -0.1 -0.2
H -1.736382 1.561540 0.429346 0.2 -0.2 0.0
H 1.648672 0.804450 -1.216750 0.3 0.2 -0.2
H 1.472507 2.382869 -0.326649 0.1 0.1 -0.3
H 2.292098 1.052102 0.452970 0.4 -0.2 -0.3
```
Positions in Å, forces in eV/Å.

Properties
Relative energy (zero: lowest compared OMol25 entry of this formula, charge and spin), eV: 1.2106
Strongest force on any atom, eV/Å: 1.231
Energy, a.u.: -327.6516
SMILES: C[C@H](C[O-])N(C)C
Kohn-Sham gap, eV: 6.25
Total charge: -1

=====

# 3
The following is a DFT calculation (ωB97M-V/def2-TZVPD) of one molecule with the formula C2H3N3O2 in a non-equilibrium geometry.

```
10
Properties=species:S:1:pos:R:3:forces:R:3
O 0.536303 -2.585956 1.177556 0.4 -1.3 2.4
C 0.101656 -1.892100 0.367477 0.4 2.6 -3.4
N -0.058997 -1.834792 -1.056084 3.8 2.2 2.1
N -0.314177 -0.650598 -0.068019 -1.2 -1.2 1.0
C 0.069213 0.717227 -0.254494 0.5 -1.1 -3.5
N 0.008254 1.542254 0.669183 -0.1 1.1 2.1
O 0.351771 2.936591 0.540678 -0.2 -2.2 -1.3
H -0.846200 -2.298109 -1.311979 -3.7 -0.9 -1.1
H 0.248262 0.784308 -1.378473 0.2 0.8 1.4
H -0.096085 3.281173 1.314156 0.0 0.0 0.3
```
Positions in Å, forces in eV/Å.

Properties
Relative energy (zero: lowest compared OMol25 entry of this formula, charge and spin), eV: 5.7761
Strongest force on any atom, eV/Å: 4.924
Energy, a.u.: -392.5813
SMILES: O=C1NN1/C=N/O
Kohn-Sham gap, eV: 10.60
Total charge: 0

=====

- Look up the total charge of the first one.
  +1

=====

- Which of these has the highest relative energy (zero: lowest compared OMol25 entry of this formula, charge and spin)?
  C2H3N3O2

=====

- The lowest energy belongs to which entry?
  C10H12NO